DFT (ωB97M-V with the def2-TZVPD basis set) results for C35H29BF3NO2S in the gas phase at a distorted geometry.

Summary:
* energy: -2278.8774 a.u.
* max |F|: 5.33 eV/Å
* net charge: 0
* energy relative to the best compared isomer or geometry (same formula, charge and spin): 99.1 kcal per mole

XYZ file:
```
72
C35H29BF3NO2S ωB97M-V with the def2-TZVPD basis set
C 2.933 2.524 3.674
C -5.231 -4.552 0.083
F 2.083 -1.196 5.010
C 4.229 0.904 -2.036
H 5.075 1.598 -1.907
C -0.539 -0.832 0.863
C 1.989 3.384 3.091
H -3.586 1.296 -3.163
H 1.738 4.359 3.537
C -1.266 -1.203 -2.908
H -3.126 0.794 -5.601
C -1.514 -3.547 -0.072
H -1.495 -0.963 -6.240
C -2.893 0.525 -3.492
H 2.904 -0.020 1.361
C 0.532 0.304 -0.643
H -0.355 4.081 -1.555
H -2.563 -5.578 0.117
C -2.199 -0.199 -2.511
S -3.571 -2.153 -0.127
C 1.973 0.103 -1.301
C -1.809 -2.197 -0.093
C 1.367 2.954 1.925
C -0.008 4.979 1.350
F 0.136 -1.993 5.666
O -2.055 0.128 -1.203
H 1.804 -2.314 2.852
C -2.610 0.229 -4.821
C 2.614 0.896 1.866
H 3.972 0.640 3.529
C 0.253 -0.961 3.521
C 0.055 2.773 0.102
H 3.069 1.921 -0.609
H 0.258 5.278 2.377
C -0.842 3.292 -0.954
H -5.771 -4.296 1.003
C 3.289 -0.995 -3.094
H 0.483 5.685 0.659
O -0.515 -1.587 -1.871
C 3.231 1.304 3.053
C 3.050 1.040 -1.260
C -3.893 -3.861 0.005
H -1.752 3.728 -0.507
B -0.865 -0.685 -0.727
H 1.392 -1.609 -2.413
N 0.428 3.604 1.130
H -2.169 0.398 1.576
C 0.945 -1.704 2.557
C -1.265 -0.148 1.838
H -5.120 -5.648 0.072
H 3.327 -1.799 -3.831
C 0.571 -1.618 1.238
C -1.684 -0.763 -5.189
H -0.505 -3.983 -0.084
H -1.398 0.353 3.942
C -0.862 -0.203 3.166
H 1.110 -2.183 0.472
H -1.137 2.478 -1.613
H -1.093 5.068 1.233
H 3.441 2.805 4.589
C -2.653 -4.474 0.032
C 0.673 1.519 0.264
C 1.595 1.673 1.345
H -0.251 -2.253 -4.455
C 0.726 -0.996 4.939
C -0.998 -1.498 -4.237
H 5.250 -0.208 -3.613
C 4.358 -0.110 -2.984
F 0.467 0.184 5.580
H -0.021 0.692 -1.474
H -5.870 -4.281 -0.764
C 2.166 -0.880 -2.265
```

Mulliken population analysis, charges in e, atoms 1 to 6: number 1, C, carries -0.781; number 2, C, carries -1.263; number 3, F, carries -0.265; number 4, C, carries -1.084; number 5, H, carries 0.395; number 6, C, carries 0.875

=====

DFT (ωB97M-V with the def2-TZVPD basis set) results for a molecular structure, C35H29BI2N9OPbS.

Summary:
* energy: -3130.3117 a.u.
* max |F|: 0.70 eV/Å
* net charge: +1
* energy relative to the best compared isomer or geometry (same formula, charge and spin): 19.2 kcal per mole

XYZ file:
```
79
C35H29BI2N9OPbS ωB97M-V with the def2-TZVPD basis set
H -3.719 -3.015 4.628
H 1.752 -2.619 2.418
C 2.283 -4.523 1.374
C -1.599 -1.794 1.688
H -1.653 5.970 1.218
H 1.089 -4.710 -2.517
H 3.053 0.651 1.083
C -1.884 5.024 0.749
N 1.234 -3.858 -0.453
C -1.300 3.866 1.188
C 1.946 -4.862 0.081
N 1.102 -2.863 0.447
C -2.691 1.309 -1.332
H 3.291 -0.827 -4.661
C 1.550 1.061 4.106
H 2.850 -5.101 2.080
C 1.760 0.608 2.799
H 3.223 4.422 -0.399
H 4.243 3.038 4.448
H -3.465 1.479 -2.092
C -2.100 -1.762 4.015
C -2.481 2.585 -0.572
H -1.522 2.652 -3.048
H 2.356 -3.367 -4.241
C -2.783 4.967 -0.322
C 2.155 -0.471 -2.785
I 0.054 3.904 2.752
C -2.676 -2.591 -1.944
H -3.046 0.527 -0.654
H -3.797 -4.211 -2.972
C -3.058 3.751 -0.980
N 1.468 -2.495 -2.548
H 1.663 2.932 0.837
H 2.303 0.562 -2.531
H -2.769 -3.118 0.461
S 0.076 0.390 4.721
C 1.195 3.398 -2.897
C 3.762 1.895 2.692
O -1.154 1.527 1.072
H -1.289 -5.328 -3.010
Pb -0.153 -0.796 -0.065
N 0.559 2.419 -0.818
C -1.305 -1.314 2.957
C 2.236 4.070 -2.286
H -1.547 0.014 -2.437
N -0.758 -3.551 -2.019
B 0.780 -3.724 -1.916
C -2.879 -3.813 -2.584
C 3.536 2.356 3.996
N -1.394 -2.439 -1.609
N -1.426 0.876 -1.924
C -3.349 -3.165 2.523
H 2.891 4.708 -2.864
C 2.426 3.912 -0.919
N 0.776 -0.238 2.330
C 2.203 -2.471 -3.668
H 1.013 3.499 -3.958
C -0.154 -0.436 3.208
I -3.692 6.702 -0.981
C 1.730 -3.256 1.551
N 1.433 -1.263 -1.998
H -3.725 3.753 -1.832
C -2.579 -2.722 1.449
C -3.119 -2.673 3.797
C -0.796 1.876 -2.774
H 2.265 2.294 5.727
C -1.622 -4.386 -2.610
C 2.668 -1.187 -3.864
H -4.126 -3.897 2.347
H 2.162 -5.747 -0.489
H -0.460 1.420 -3.708
H -1.895 -1.411 5.019
C 0.376 2.580 -2.122
H 4.640 2.229 2.158
H -3.407 -1.838 -1.693
C 2.435 1.943 4.719
C 2.884 1.021 2.086
C 1.561 3.080 -0.232
C -1.611 2.572 0.597
```

Mulliken population analysis, charges in e, atoms 1 to 6: number 1, H, carries 0.399; number 2, H, carries 0.513; number 3, C, carries -1.350; number 4, C, carries 0.650; number 5, H, carries 0.436; number 6, H, carries -0.136

=====

DFT (ωB97M-V with the def2-TZVPD basis set) results for a molecular structure, C35H29BrN6O6S2Ta at a distorted geometry.

Summary:
* energy: -5558.3806 a.u.
* max |F|: 1.81 eV/Å
* net charge: +1
* energy relative to the best compared isomer or geometry (same formula, charge and spin): 1.9 kcal per mole

XYZ file:
```
80
C35H29BrN6O6S2Ta ωB97M-V with the def2-TZVPD basis set
H -1.722 -1.535 6.788
C 1.118 -3.676 0.785
H 3.230 -6.275 2.678
H 4.299 2.115 -0.298
S -3.894 2.466 0.456
H -0.019 -3.489 2.596
C 2.937 -5.233 0.819
C -2.218 -0.880 6.067
H -4.233 2.814 3.470
C -1.669 0.035 2.555
O -2.517 -1.788 -1.159
C -2.853 1.338 4.192
O 1.977 -0.538 1.233
C 2.463 2.504 -4.870
H 3.767 -5.723 0.327
H -2.619 1.491 -5.795
N -2.388 -2.372 -2.331
H 2.064 5.730 -2.561
H 0.328 0.087 6.484
H 0.388 -1.309 3.830
O 0.475 -2.438 -1.179
C -0.418 -1.605 4.512
C 2.176 -4.300 0.134
H -4.445 2.931 -2.202
C 2.687 3.624 -4.188
C -0.218 0.587 5.678
H 2.402 -4.045 -0.894
N 0.454 0.598 -0.389
O -0.559 -1.957 0.666
O -3.158 -3.165 -2.753
Br 1.182 -5.327 4.571
C 2.922 3.757 -2.731
H 0.662 1.697 -2.986
C 2.642 -5.542 2.141
H 2.735 4.555 -4.745
H 3.112 -2.105 -4.811
C -3.705 2.314 -2.702
H 0.510 0.960 4.951
C 1.581 -4.911 2.773
C -1.821 0.720 -3.962
C 2.596 -1.237 -4.423
C 2.726 4.915 -0.675
C 1.616 -1.399 -3.469
C 0.317 -2.664 0.087
H -1.080 -2.311 3.999
C 3.742 2.906 -0.794
N 3.552 2.760 -2.099
C 2.892 0.036 -4.880
H -0.983 -0.751 2.279
C -2.333 0.739 1.546
H -1.109 0.090 -4.481
N 3.326 3.916 -0.030
C -2.843 1.515 -1.962
C 1.242 0.882 -3.403
H -3.028 -1.442 5.596
C -2.910 1.446 -0.510
H -2.654 -0.052 6.626
C 0.812 -3.978 2.108
H 3.659 0.187 -5.631
C -1.199 -0.395 5.020
H 2.423 2.581 -5.954
C 2.213 1.131 -4.359
N -2.170 0.599 0.157
C -3.521 2.038 3.215
H 0.040 -2.125 5.355
C -1.922 0.328 3.884
H -0.743 1.445 6.107
C -1.869 0.710 -2.564
C -3.247 1.733 1.886
C 2.526 4.898 -2.044
H 2.398 5.755 -0.070
H -4.304 2.916 -4.670
H -3.052 1.581 5.228
O -1.328 -1.970 -2.946
S 1.318 0.689 0.846
C -3.623 2.313 -4.083
Ta -0.730 -0.673 -1.239
H 1.333 -2.380 -3.124
N 0.940 -0.351 -2.967
C -2.679 1.511 -4.712
```

Mulliken population analysis, charges in e, atoms 1 to 6: number 1, H, carries 0.442; number 2, C, carries 0.064; number 3, H, carries 0.425; number 4, H, carries 0.565; number 5, S, carries -0.416; number 6, H, carries 0.648

=====

DFT (ωB97M-V with the def2-TZVPD basis set) results for a molecular structure, C35H29CoF3N3P2S2.

Summary:
* spin multiplicity: 4
* <S²>: 3.76
* energy: -4676.8321 a.u.
* max |F|: 0.87 eV/Å
* net charge: +1
* energy relative to the best compared isomer or geometry (same formula, charge and spin): 12.8 kcal per mole

XYZ file:
```
75
C35H29CoF3N3P2S2 ωB97M-V with the def2-TZVPD basis set
H -0.560 -3.318 2.562
H -0.886 0.334 4.036
C -1.941 0.126 3.909
H 4.711 -0.577 -6.547
C -2.415 -0.389 2.699
F -4.724 6.166 -1.477
C -4.174 0.091 4.810
C 0.204 -1.339 2.170
C 5.950 -0.134 1.312
C 2.676 -1.438 -3.977
H -1.804 0.179 -3.373
C 4.375 -1.419 0.019
F -4.553 6.323 0.681
C -2.176 -1.939 -0.904
H -3.677 1.027 0.318
H 6.819 -0.090 1.959
C 0.274 -2.631 2.678
C -2.536 -3.097 -1.586
C 3.291 -1.489 -5.223
Co -0.799 0.592 -0.549
H -4.853 0.261 5.636
H 5.660 1.993 1.314
H 5.277 1.246 -4.976
C -4.654 -0.401 3.604
C 3.944 0.548 -3.450
C 4.550 0.493 -4.695
H 3.650 1.899 -0.128
H -2.199 -2.831 0.920
C 2.495 -2.181 3.485
H 3.038 -2.283 -5.915
C -3.780 -0.638 2.552
H -0.691 3.532 -1.049
N -1.940 -0.790 -1.556
H 4.009 -2.370 -0.346
C -2.598 -3.064 -2.959
S 1.167 -1.959 -1.043
H 1.481 -4.059 3.724
C 1.421 -3.052 3.329
C -4.296 3.064 0.075
H 3.257 -0.209 3.116
H 1.225 0.539 1.924
C 5.294 1.036 0.956
C 3.708 -0.241 -0.325
H -2.845 -3.966 -3.507
H 1.952 -2.185 -3.682
H 6.010 -2.274 1.108
H 4.202 1.340 -2.754
H -4.162 -1.038 1.618
H -2.214 5.489 -1.033
C -3.879 4.322 -0.319
C 1.276 -0.464 2.332
P 2.279 -0.374 -1.431
C -2.331 -1.879 -3.642
H -5.709 -0.611 3.487
C 5.494 -1.361 0.839
C 4.172 0.985 0.138
C 3.005 -0.420 -3.089
C -3.386 2.028 0.027
F -6.103 5.075 -0.194
C -2.016 -0.772 -2.901
C 2.420 -0.885 2.996
C -2.819 0.360 4.958
C -1.724 3.427 -0.739
H -2.361 -1.825 -4.721
C 4.226 -0.529 -5.579
C -2.571 4.514 -0.726
H 3.397 -2.522 3.979
N -2.068 -1.934 0.484
H -2.727 -4.009 -1.033
S 1.226 1.372 -1.257
H -2.440 0.741 5.900
C -4.837 5.488 -0.327
N -2.125 2.196 -0.378
P -1.253 -0.690 1.326
H -5.308 2.889 0.411
```

Mulliken population analysis, charges in e, atoms 1 to 6: number 1, H, carries 0.273; number 2, H, carries 0.340; number 3, C, carries -0.750; number 4, H, carries 0.386; number 5, C, carries 0.446; number 6, F, carries -0.243

=====

DFT (ωB97M-V with the def2-TZVPD basis set) results for a molecular structure, C35H29FeN2O6P2S.

Summary:
* spin multiplicity: 5
* <S²>: 6.01
* energy: -4256.9123 a.u.
* max |F|: 0.70 eV/Å
* net charge: -1
* energy relative to the best compared isomer or geometry (same formula, charge and spin): 15.1 kcal per mole

XYZ file:
```
76
C35H29FeN2O6P2S ωB97M-V with the def2-TZVPD basis set
C -3.524 -1.060 4.550
H -6.976 0.304 -1.075
C -1.340 -2.682 -5.331
O -1.541 1.691 -0.245
C 0.097 -0.428 4.008
C 1.463 -0.950 -2.802
N -0.616 -2.528 -0.651
H -5.620 -1.295 4.267
H -0.562 -4.992 -1.574
C -2.072 -0.012 -5.096
H 1.630 0.475 -4.366
H -0.212 -7.454 -1.600
C -1.059 -0.720 4.664
C -1.177 -3.140 0.559
Fe -0.571 -0.374 -0.299
H -3.122 -2.746 -1.611
C -6.276 -1.719 -0.909
H -5.292 -3.626 -0.815
C -3.847 -0.737 -1.843
C -6.138 -0.370 -1.207
C 1.364 -4.561 -0.758
C -1.848 -0.565 -6.348
H -4.800 1.178 -1.888
C -4.665 -1.094 3.798
H -1.025 -3.714 -5.417
O 2.367 0.222 2.491
O 1.154 0.345 0.604
C 1.779 -7.324 -0.803
C 1.664 -0.580 -4.126
N -1.049 -0.347 1.911
H -1.073 -0.887 5.735
H 1.941 -8.395 -0.817
O 1.220 0.082 -1.928
C -4.926 0.124 -1.670
H 1.058 -0.333 4.492
P -2.206 -0.102 -2.303
C -2.276 -0.796 3.942
S -1.421 2.503 -1.491
C 1.958 -2.878 -4.728
C 0.055 -0.243 2.608
C 0.368 -5.424 -1.220
H -5.525 -0.871 1.827
C 1.444 -2.294 -2.421
H -1.954 0.051 -7.233
C -4.614 -0.858 2.409
C 0.570 -6.796 -1.241
H -1.376 -2.719 -3.177
C -1.935 -0.800 -3.956
C -3.420 -0.608 1.791
C -2.229 -0.585 2.548
H 3.330 -4.443 0.076
C 2.774 -6.475 -0.341
C 1.329 0.139 1.854
H -7.222 -2.100 -0.544
P 1.077 -2.741 -0.673
C -1.550 -2.134 -4.074
C -5.195 -2.577 -1.067
H -2.168 -2.730 0.770
H -3.360 -0.401 0.730
O -2.444 1.445 -2.577
C 1.719 -3.239 -3.412
O -2.259 3.686 -1.463
C -3.982 -2.090 -1.527
C -1.492 -1.902 -6.467
H -2.347 1.029 -4.990
H -1.301 -4.226 0.457
H -1.316 -2.331 -7.446
H 1.697 0.005 -1.074
H 3.715 -6.884 0.006
C 2.561 -5.104 -0.308
H 1.741 -4.288 -3.148
C 1.905 -1.540 -5.092
H 2.057 -1.242 -6.122
H -3.555 -1.228 5.620
H 2.156 -3.641 -5.470
H -0.567 -2.995 1.468
```

Mulliken population analysis, charges in e, atoms 1 to 6: number 1, C, carries -0.840; number 2, H, carries 0.388; number 3, C, carries -0.658; number 4, O, carries -0.747; number 5, C, carries -0.796; number 6, C, carries 0.134

=====

DFT (ωB97M-V with the def2-TZVPD basis set) results for a molecular structure, C35H30AuClINO7P at a distorted geometry.

Summary:
* energy: -3167.7292 a.u.
* max |F|: 4.84 eV/Å
* net charge: +1

XYZ file:
```
77
C35H30AuClINO7P ωB97M-V with the def2-TZVPD basis set
O 0.010 1.736 -7.020
C -1.330 -1.739 4.901
C -2.861 -0.042 -3.795
I 2.398 1.393 2.117
O -1.522 0.040 -0.527
C 0.092 4.043 -0.216
O 0.029 2.939 -0.809
H 1.707 -1.547 3.437
C -0.566 1.414 -4.421
O 0.566 4.307 0.865
H -2.355 2.699 0.709
H 6.682 -2.014 -0.289
Cl -0.605 4.992 -2.731
H 0.018 2.265 3.768
H -0.460 3.692 2.808
C -2.134 -1.606 3.779
C 3.352 -4.054 0.568
H 0.517 -2.527 -3.815
Au 0.377 1.061 0.220
H -1.721 -3.122 0.554
C 3.524 -1.242 0.813
H -0.324 1.647 -2.318
H 5.385 -3.992 -0.059
H -3.758 -0.579 -3.536
C 0.630 -1.573 3.536
C 5.877 -1.402 0.086
H 0.311 1.988 -4.682
H -2.266 1.903 4.506
C -0.596 5.226 -0.991
C -0.784 2.712 3.178
H 0.674 -1.747 5.661
C -1.231 -2.988 -0.398
H -2.592 -4.261 -1.452
C -0.178 -1.470 2.403
O -1.678 0.569 -7.654
C -1.094 -3.467 -2.750
C 2.273 -1.906 0.916
H -3.127 -0.228 -5.916
H -2.186 -1.269 1.659
C 0.051 -1.697 4.782
H 1.375 -1.351 -1.813
C 0.029 -2.659 -2.860
H 6.986 0.418 0.046
H -1.779 -1.851 5.875
C 6.050 -0.062 0.277
C -2.474 0.228 -1.324
N -0.981 1.078 -6.811
H 3.274 -5.129 0.540
H -2.163 3.673 4.583
P 0.604 -1.178 0.818
H -0.072 6.152 -0.746
H 1.264 -3.782 0.952
C -0.107 -2.178 -0.509
C 0.515 -2.008 -1.746
O -3.664 0.170 -1.102
C -1.364 0.877 -5.419
C -3.107 2.884 2.762
C 2.219 -3.286 0.835
H -1.631 5.259 -0.643
C 4.647 -2.024 0.384
H -4.066 2.437 3.007
O -1.071 1.841 2.088
C -1.568 -1.442 2.528
C -2.111 2.812 3.922
C 5.012 0.694 0.829
C -2.512 0.157 -5.118
C -2.395 2.119 1.640
C 3.793 0.119 1.089
C -1.717 -3.631 -1.523
H -3.208 -1.609 3.884
C -2.054 0.482 -2.796
H -1.485 -3.956 -3.628
C -0.913 1.204 -3.099
H 5.181 1.731 1.067
C 4.528 -3.424 0.269
H -2.861 1.159 1.398
H -3.273 3.919 2.465
```

Mulliken population analysis, charges in e, atoms 1 to 6: number 1, O, carries -0.613; number 2, C, carries -0.683; number 3, C, carries -0.818; number 4, I, carries 0.218; number 5, O, carries 0.551; number 6, C, carries 0.501